{"formula": "C51H52AsF9N4O2PS6Sc", "method": "ωB97M-V/def2-TZVPD", "energy_ha": -8970.2413, "homo_lumo_gap_ev": 4.9892, "total_charge": -2, "lumo_energy_ev": 3.186, "homo_energy_ev": -1.80, "elements": ["As", "Sc", "S", "S", "S", "S", "S", "S", "P", "F", "F", "F", "F", "F", "F", "F", "F", "F", "O", "O", "N", "N", "N", "N", "C", "C", "C", "C", "C", "C", "C", "C", "C", "C", "C", "C", "C", "C", "C", "C", "C", "C", "C", "C", "C", "C", "C", "C", "C", "C", "C", "C", "C", "C", "C", "C", "C", "C", "C", "C", "C", "C", "C", "C", "C", "C", "C", "C", "C", "C", "C", "C", "C", "C", "C", "H", "H", "H", "H", "H", "H", "H", "H", "H", "H", "H", "H", "H", "H", "H", "H", "H", "H", "H", "H", "H", "H", "H", "H", "H", "H", "H", "H", "H", "H", "H", "H", "H", "H", "H", "H", "H", "H", "H", "H", "H", "H", "H", "H", "H", "H", "H", "H", "H", "H", "H", "H"], "coordinates": [[-1.19800, -3.98676, -0.94915], [-0.83702, -0.83846, -0.52862], [-1.25228, -5.21169, -2.68972], [-2.73202, -2.40445, -1.11004], [-1.37610, -5.22139, 0.72765], [1.38497, 1.92660, -0.46143], [0.70093, -2.77618, -0.99805], [-2.26810, -2.53713, 4.03447], [1.71618, -1.63265, 1.42046], [4.37154, 2.47695, 6.16532], [7.34458, -3.86604, -1.67372], [6.70024, -2.42201, -3.14878], [1.45792, -7.84320, 4.18863], [2.12469, -6.60231, 5.82388], [7.82918, -1.77911, -1.42620], [5.65634, 2.97217, 4.50286], [6.14820, 1.31154, 5.79821], [0.01756, -6.79391, 5.41649], [-1.51040, -1.14266, 1.42673], [0.74204, 0.62475, -0.85167], [-1.63847, -2.45428, -4.21154], [-2.60881, -0.71747, 2.08012], [-2.07591, 1.41411, -0.85206], [-0.19897, -0.78545, -3.53285], [4.28481, -2.75554, 0.93808], [0.91313, -0.09017, -3.77708], [-4.39301, 2.19859, -1.45042], [3.25464, -1.96682, 0.42714], [-3.37246, 3.01406, -4.10804], [3.28332, -1.12293, 3.94441], [-2.40910, 2.75414, -2.94865], [-5.54583, 1.18975, -3.43314], [3.89268, 1.43519, 3.05080], [-2.27411, 6.01840, 1.08702], [-3.57989, 1.71113, -4.87871], [-2.99237, -1.22548, 3.30777], [3.12667, 0.57481, 2.28891], [1.56136, -3.19557, 2.35949], [4.03002, -0.26729, 4.73870], [0.53113, -2.34303, -5.21743], [5.11891, 1.93045, 5.17444], [1.67260, -1.61859, -5.42638], [-4.71344, 0.51656, 3.39984], [-5.32385, 2.47472, -2.63585], [5.57466, -2.40942, -1.05584], [1.09295, -3.10639, 3.66677], [-3.26625, 0.44753, -2.73874], [-3.34631, 0.23903, 1.47653], [1.84708, -4.44664, 1.82262], [0.86907, 3.18682, -1.66226], [-4.36595, 0.90073, 2.09794], [-1.04864, 4.13335, 2.20937], [-1.79751, 4.58696, 1.12805], [0.98413, -4.24074, 4.44970], [3.06293, 1.81959, -1.22308], [0.13213, 2.25775, 3.39715], [-0.42624, -1.87265, -4.28706], [4.33609, 1.01286, 4.29628], [-0.94602, 1.97312, 1.16585], [-1.76318, 2.35629, 0.06149], [1.20997, -6.67093, 4.80369], [-2.13920, 3.73437, 0.09166], [6.83619, -2.62440, -1.82299], [-4.70295, 3.53206, -3.55296], [1.30825, -5.47778, 3.91306], [2.79730, -0.71503, 2.70209], [-4.19346, 0.68032, -3.93282], [5.43198, -2.98765, 0.19924], [1.86712, -0.43282, -4.70948], [1.72904, -5.58695, 2.59791], [-0.63452, 2.80429, 2.22470], [-4.06531, -0.54777, 3.95441], [-3.00387, 1.73802, -1.94789], [3.41216, -1.40281, -0.83718], [4.56271, -1.61369, -1.57611], [0.82408, 3.00131, 3.79658], [4.13138, 2.42806, 2.69343], [-1.66136, -3.45306, -4.38643], [-3.35345, 6.06396, 1.25099], [4.17982, -3.19847, 1.91943], [-4.32933, 3.08648, -0.82261], [2.97870, 1.61311, -2.28826], [-3.72975, -0.28203, -2.07303], [-6.28592, 2.84475, -2.26019], [-6.01492, 0.43439, -2.79667], [-5.38940, 3.76450, -4.37509], [-2.07036, 6.47995, 0.11862], [6.21403, -3.62392, 0.59338], [-4.32582, -0.93299, 4.92853], [3.07625, -2.11907, 4.30855], [-4.23130, 1.87558, -5.74492], [1.57486, 4.01240, -1.59097], [-0.56055, 1.97986, 4.19462], [2.15078, -4.53694, 0.78833], [-5.48407, 1.04471, 3.94827], [3.55242, 2.77675, -1.05000], [-4.81545, 1.39560, -0.83805], [1.03792, 0.80341, -3.17878], [-1.79053, 6.60929, 1.86512], [-1.47509, 2.33616, -3.33748], [-2.61653, 1.34637, -5.24806], [-2.17491, 3.70538, -2.46941], [3.62399, 1.02600, -0.73729], [-2.18364, -2.21447, -3.38548], [-2.73911, 4.16201, -0.69706], [-2.30766, 0.05336, -3.07945], [2.41261, -1.95172, -6.14365], [-4.33240, -0.26481, -4.46637], [-0.81322, 4.79422, 3.03613], [-2.94287, 3.77112, -4.77691], [-6.21659, 1.38398, -4.27845], [-3.04464, 0.46649, 0.46270], [2.60340, -0.82965, -1.26888], [0.80386, -2.14749, 4.06868], [0.85746, 2.76196, -2.66305], [0.61032, -4.17025, 5.46265], [-0.64226, 0.93243, 1.24441], [0.69322, 1.36927, 3.11496], [-0.12208, 3.52214, -1.38292], [4.67131, -1.17482, -2.55909], [2.74625, 0.17883, -4.86626], [-4.87069, 1.70541, 1.58334], [0.33142, -3.26422, -5.74671], [-4.53044, 4.45717, -2.99082], [1.93382, -6.55729, 2.16913], [2.74396, 0.91819, 1.34222], [4.38462, -0.59422, 5.70825]], "forces_ev_per_angstrom": [[-0.15, -1.29, -0.21], [-0.95, 0.00, 0.30], [0.10, 0.00, -0.39], [0.22, 0.38, -0.02], [0.09, 0.32, 0.36], [1.05, 0.52, -0.99], [-0.61, -0.02, -0.12], [0.49, -0.27, 0.07], [0.98, 0.10, 0.77], [-0.02, -0.09, -0.09], [-0.12, 0.03, 0.05], [-0.11, 0.00, 0.08], [-0.09, 0.14, -0.12], [-0.10, 0.06, -0.14], [-0.13, -0.04, 0.02], [-0.05, -0.08, -0.04], [-0.08, -0.05, -0.07], [0.00, 0.07, -0.14], [0.21, 0.23, 0.05], [0.17, -0.06, -0.09], [-0.21, 0.14, -0.17], [-0.54, 0.19, -0.02], [0.35, -0.33, -0.55], [0.12, 0.19, 0.04], [0.04, 0.13, -0.11], [0.05, 0.05, -0.11], [0.00, 0.05, -0.10], [-0.04, -0.13, -0.13], [0.08, 0.12, -0.13], [0.00, -0.04, -0.03], [-0.09, 0.02, -0.03], [0.04, 0.02, 0.02], [0.02, 0.01, 0.10], [-0.04, -0.09, 0.03], [-0.05, 0.04, 0.06], [0.41, -0.26, 0.01], [0.02, -0.05, 0.12], [-0.13, -0.08, -0.20], [0.08, 0.08, 0.00], [0.13, -0.02, 0.01], [0.15, 0.24, 0.23], [-0.11, -0.06, 0.07], [0.11, -0.16, 0.02], [-0.16, 0.08, -0.01], [-0.11, -0.02, -0.04], [-0.16, -0.21, -0.04], [-0.06, 0.21, -0.04], [-0.23, 0.03, 0.07], [0.00, 0.10, -0.03], [-0.29, -0.16, 0.36], [-0.06, -0.01, -0.02], [-0.07, 0.05, -0.10], [0.11, 0.04, 0.13], [-0.19, 0.09, -0.03], [-0.35, -0.03, 0.41], [-0.09, 0.05, -0.03], [-0.09, 0.21, -0.19], [0.05, -0.02, -0.07], [-0.30, -0.12, 0.12], [0.19, 0.34, 0.17], [0.28, -0.28, 0.43], [-0.10, -0.06, -0.18], [0.41, 0.06, -0.14], [0.05, -0.06, 0.02], [0.02, -0.02, -0.06], [-0.19, 0.22, -0.04], [-0.06, -0.10, -0.11], [0.04, 0.00, 0.03], [0.12, 0.02, 0.02], [-0.04, -0.10, 0.08], [0.07, -0.02, -0.06], [-0.17, 0.34, -0.11], [0.08, -0.07, 0.07], [-0.13, -0.14, 0.08], [0.20, -0.03, 0.04], [0.04, -0.01, 0.03], [-0.02, 0.01, 0.00], [0.05, -0.06, 0.20], [-0.01, 0.04, 0.00], [0.04, -0.03, 0.00], [-0.05, -0.03, 0.02], [-0.07, -0.02, -0.02], [0.09, 0.01, 0.01], [0.03, -0.02, 0.01], [-0.02, -0.02, -0.01], [0.00, 0.02, 0.00], [0.01, 0.01, 0.00], [0.01, 0.01, 0.01], [0.04, 0.03, 0.02], [0.04, 0.02, 0.02], [-0.01, -0.01, 0.00], [0.06, -0.01, 0.05], [0.02, -0.05, 0.04], [-0.05, 0.01, -0.02], [-0.06, -0.06, 0.00], [0.00, 0.05, 0.01], [0.03, 0.01, 0.03], [-0.01, -0.11, -0.02], [0.00, 0.04, -0.02], [0.02, -0.04, 0.05], [-0.01, -0.01, -0.04], [0.08, -0.03, 0.02], [-0.02, 0.07, 0.05], [0.07, -0.11, 0.09], [0.02, -0.03, 0.00], [-0.06, -0.06, 0.03], [0.00, -0.04, -0.01], [0.04, -0.02, 0.05], [0.04, 0.03, 0.00], [0.01, -0.02, 0.04], [-0.02, -0.03, 0.00], [-0.07, -0.01, 0.16], [-0.02, -0.05, -0.01], [-0.13, 0.02, 0.07], [0.06, -0.04, 0.02], [-0.02, 0.03, 0.01], [0.00, 0.13, 0.17], [0.01, -0.07, 0.06], [-0.14, 0.06, 0.04], [-0.05, -0.02, -0.04], [-0.02, 0.05, 0.04], [0.02, -0.02, -0.09], [0.00, -0.02, -0.01], [-0.02, 0.03, -0.02], [-0.01, -0.01, -0.02], [0.00, 0.07, -0.10], [0.00, -0.05, 0.00]]}